(1)
{
  "formula": "C4H13N3O",
  "method": "wB97M-V/def2-TZVPD",
  "species": ["C", "N", "N", "H", "H", "H", "H", "H", "H", "C", "C", "C", "O", "N", "H", "H", "H", "H", "H", "H", "H"],
  "xyz": [[-0.465, -1.804, -1.574], [-1.374, -0.819, -1.302], [-0.595, -2.483, -2.785], [0.108, -3.192, -2.940], [-0.736, -1.890, -3.592], [-1.577, -0.211, -2.087], [-1.077, -0.234, -0.458], [-0.317, -2.480, -0.737], [0.870, -1.219, -1.415], [-1.152, 1.045, 1.902], [1.589, 1.872, 1.761], [0.934, 0.940, 0.766], [1.729, 0.508, -0.178], [-0.303, 0.582, 0.825], [1.322, -0.408, -0.797], [-2.152, 0.639, 1.745], [-1.233, 2.138, 1.939], [-0.806, 0.703, 2.884], [1.070, 2.832, 1.788], [2.630, 2.027, 1.490], [1.536, 1.451, 2.767]],
  "mulliken_charge": [-0.107, -0.583, -0.490, 0.261, 0.220, 0.218, 0.530, 0.325, 0.003, -1.061, -1.177, 0.892, -0.564, -0.471, 0.128, 0.328, 0.315, 0.302, 0.296, 0.318, 0.314],
  "relative_energy_ev": 2.932,
  "homo_energy_ev": -8.436,
  "max_force_ev_per_a": 2.6,
  "total_energy_ev": -10874.7457
}

(2)
{
  "formula": "C11H14N5PdSSi",
  "method": "wB97M-V/def2-TZVPD",
  "species": ["Pd", "C", "Si", "C", "C", "C", "C", "H", "H", "H", "H", "H", "H", "H", "H", "H", "S", "C", "N", "C", "C", "C", "N", "H", "H", "H", "H", "H", "N", "C", "N", "C", "N"],
  "xyz": [[0.066, -0.008, 0.132], [-2.846, -4.891, 1.802], [-2.138, -3.569, 2.924], [-0.880, -4.347, 4.068], [-3.519, -2.816, 3.933], [-1.338, -2.282, 1.924], [-0.788, -1.403, 1.280], [-3.334, -5.677, 2.385], [-2.058, -5.348, 1.201], [-3.582, -4.462, 1.120], [-1.338, -5.125, 4.685], [-0.447, -3.594, 4.728], [-0.065, -4.795, 3.498], [-4.015, -3.572, 4.548], [-4.265, -2.356, 3.283], [-3.130, -2.037, 4.591], [-1.769, 4.126, 1.663], [-1.030, 2.851, 0.972], [-0.497, 1.956, 0.436], [-1.850, -2.205, -5.043], [-0.752, -1.144, -4.997], [-0.450, -0.730, -3.625], [-0.236, -0.405, -2.547], [-2.054, -2.481, -6.077], [-2.769, -1.830, -4.596], [-1.549, -3.098, -4.499], [-1.041, -0.251, -5.553], [0.173, -1.513, -5.442], [5.088, 1.965, 3.052], [4.579, 1.145, 2.413], [4.104, 0.129, 1.721], [3.051, 0.156, 1.011], [2.164, 0.071, 0.246]],
  "mulliken_charge": [0.222, -0.956, 0.053, -0.961, -0.957, -1.306, 1.667, 0.284, 0.290, 0.290, 0.287, 0.299, 0.294, 0.287, 0.292, 0.299, -0.451, 0.216, -0.571, -1.042, -0.254, 0.104, -0.129, 0.308, 0.317, 0.316, 0.241, 0.239, -0.527, 0.469, -0.614, 0.599, -0.603],
  "charge": -1,
  "spin_multiplicity": 3,
  "homo_energy_ev": [-5.225, -5.258],
  "max_force_ev_per_a": 0.3,
  "total_energy_ev": -41276.6466
}

(3)
{
  "formula": "C9H20BFO2",
  "method": "wB97M-V/def2-TZVPD",
  "species": ["C", "C", "C", "B", "C", "C", "F", "H", "H", "H", "H", "H", "H", "H", "H", "H", "H", "C", "O", "C", "C", "O", "C", "H", "H", "H", "H", "H", "H", "H", "H", "H", "H"],
  "xyz": [[-1.697, -1.072, -0.985], [-1.546, -1.439, -2.252], [-0.208, -1.767, -2.890], [0.607, -0.437, -2.701], [0.701, 0.634, -3.850], [-0.696, 1.181, -4.187], [-1.306, 0.362, -5.145], [-2.672, -0.839, -0.574], [-0.845, -1.016, -0.316], [-2.417, -1.483, -2.899], [0.252, -2.620, -2.385], [-0.357, -2.013, -3.942], [1.086, -0.210, -1.629], [1.356, 1.468, -3.593], [1.067, 0.163, -4.770], [-0.629, 2.186, -4.608], [-1.367, 1.189, -3.325], [0.751, -0.716, 4.738], [1.195, 0.593, 4.431], [1.937, 0.677, 3.227], [1.096, 1.135, 2.055], [0.060, 0.223, 1.738], [-1.200, 0.568, 2.286], [-0.023, -0.627, 5.498], [0.335, -1.218, 3.862], [1.573, -1.319, 5.139], [2.404, -0.287, 2.999], [2.735, 1.408, 3.386], [1.741, 1.212, 1.174], [0.681, 2.128, 2.257], [-1.673, 1.359, 1.694], [-1.115, 0.897, 3.324], [-1.826, -0.322, 2.244]],
  "mulliken_charge": [-0.516, -0.295, -0.588, 0.204, -0.599, -0.256, -0.307, 0.270, 0.123, 0.362, 0.318, 0.299, -0.197, 0.319, 0.317, 0.303, 0.266, -0.671, -0.376, -0.566, -0.502, -0.225, -0.920, 0.246, 0.256, 0.323, 0.326, 0.376, 0.334, 0.367, 0.298, 0.465, 0.244],
  "smiles": "C=CCBCCF.COCCOC",
  "homo_energy_ev": -9.337,
  "max_force_ev_per_a": 0.3,
  "total_energy_ev": -17143.6293
}